Entry 1:
Entry from the OMol25 dataset: C34H53N4OP2V as an isolated structure in a non-equilibrium geometry (ωB97M-V/def2-TZVPD).

Each line ends with the Löwdin spin population.
Positions of all 95 atoms, in Å:
C: -1.81576 -1.81141 -1.02811  0.025
C: 0.40027 -2.06334 -1.78207  0.021
C: -2.24006 -2.83817 -1.86219  0.119
C: -0.05328 -2.95684 -2.79288  0.109
C: -1.35951 -3.38260 -2.80268  0.010
H: -3.27502 -3.15929 -1.77132  0.005
H: 0.70392 -3.34092 -3.47395  0.004
H: -1.70558 -4.13026 -3.51163  -0.002
N: -0.53539 -1.37758 -0.99839  0.103
P: -2.46010 0.46697 0.51662  0.015
P: 2.31146 -1.09974 -0.05287  0.031
C: -2.83737 -1.24181 -0.05203  0.007
H: -3.83350 -1.25959 -0.52165  0.000
H: -2.90296 -1.89841 0.82931  0.000
C: 0.03697 1.81105 1.33692  0.043
O: 0.06212 2.80114 1.97823  0.050
C: 1.77381 -2.00332 -1.47785  0.381
H: 2.45579 -2.51268 -2.16420  0.013
C: 3.66135 0.20096 -0.46770  0.007
C: 3.03133 -2.63692 0.81615  0.019
C: -3.36841 1.52484 -0.79563  0.003
C: -3.41389 0.48490 2.17151  0.000
C: 3.13146 1.54925 0.04999  0.011
H: 2.86649 1.48973 1.11626  0.003
H: 3.91709 2.31261 -0.06423  0.002
H: 2.24511 1.87946 -0.50568  0.002
C: 4.99703 -0.08684 0.23568  0.000
H: 4.90265 -0.00747 1.32591  0.000
H: 5.41089 -1.06902 -0.02230  0.000
H: 5.72755 0.67332 -0.08695  0.000
C: 3.87191 0.24975 -1.98445  0.004
H: 4.64508 1.00412 -2.20765  0.000
H: 4.22675 -0.71048 -2.38417  0.001
H: 2.95639 0.53397 -2.52128  0.001
C: 3.54492 -2.26244 2.20964  0.003
H: 2.78451 -1.70575 2.77861  0.000
H: 3.77563 -3.18867 2.76316  0.001
H: 4.46112 -1.66257 2.17064  0.000
C: 1.86852 -3.63506 0.97256  0.010
H: 1.03821 -3.19437 1.53729  0.000
H: 1.49731 -3.96021 -0.00718  0.005
H: 2.23293 -4.52392 1.51345  0.000
C: 4.14196 -3.25870 -0.07227  0.001
H: 4.42360 -2.64479 -0.94126  0.000
H: 5.04944 -3.44724 0.52338  0.000
H: 3.81418 -4.23269 -0.46872  0.001
C: -3.30108 1.90586 2.73938  0.000
H: -3.68694 1.91172 3.77034  0.000
H: -2.26129 2.26267 2.76553  0.000
H: -3.89525 2.62837 2.16446  0.000
C: -2.73136 -0.50682 3.12173  0.000
H: -2.76405 -1.53704 2.74604  0.000
H: -1.68662 -0.24832 3.30895  0.000
H: -3.26227 -0.49761 4.08583  0.000
C: -4.88349 0.04347 2.05900  -0.001
H: -5.23986 -0.22122 3.06612  0.000
H: -5.54602 0.83230 1.69049  0.000
H: -5.00697 -0.85106 1.43454  0.000
C: -2.93854 1.06284 -2.19610  0.001
H: -3.47004 1.67866 -2.93675  0.000
H: -1.87016 1.19829 -2.36976  0.001
H: -3.19514 0.01355 -2.38708  0.000
C: -2.97409 2.99211 -0.57795  -0.002
H: -1.89328 3.14818 -0.64549  -0.003
H: -3.44633 3.59312 -1.37098  0.000
H: -3.32126 3.38034 0.38830  0.000
C: -4.89778 1.40804 -0.72926  0.000
H: -5.25147 0.36948 -0.71054  0.000
H: -5.32777 1.95970 0.11574  0.000
H: -5.30436 1.86718 -1.64351  0.000
V: 0.00485 0.28896 0.27144  2.061
N: 0.03446 1.89061 -1.12480  -0.026
C: 0.07715 2.66722 -2.03581  -0.077
C: 0.43603 2.83188 -3.41531  -0.020
C: 0.51842 4.08688 -4.04792  0.000
C: 0.78269 1.65600 -4.12851  -0.002
C: 0.89425 4.14983 -5.39835  0.000
H: 0.30582 4.98929 -3.46706  -0.002
C: 1.13195 1.73483 -5.47972  -0.002
H: 0.80543 0.68225 -3.62231  -0.001
C: 1.18766 2.97852 -6.10839  0.003
H: 0.96609 5.12044 -5.89044  0.000
H: 1.37281 0.82032 -6.02706  0.000
H: 1.47314 3.04237 -7.16128  0.000
C: 0.41757 0.84898 4.98841  0.002
N: 0.60206 -0.49762 4.39523  0.018
C: 0.68937 -1.66441 5.29326  0.002
C: 0.63069 -0.65592 3.11313  0.035
N: 0.40721 -0.73022 1.94600  0.004
H: 0.61650 0.76451 6.05975  0.000
H: -0.61217 1.21035 4.83384  0.000
H: 1.10955 1.56746 4.52924  0.000
H: -0.17240 -2.33387 5.14921  0.000
H: 1.61065 -2.22964 5.09396  0.000
H: 0.69870 -1.29178 6.32045  0.000

Calculated values
calculated total energy = -3248.0362 hartree
multiplicity = 4
total charge = +1
orbital gap (alpha / beta) = 7.64 / 3.02 eV
energy relative to the best compared isomer or geometry (same formula, charge and spin) = 147.3 kJ/mol



Entry 2:
Entry from the OMol25 dataset: C34H54FIN5O6P as an isolated structure in a non-equilibrium geometry (ωB97M-V/def2-TZVPD).

Each line ends with the Mulliken charge.
Positions of all 102 atoms, in Å:
C: -0.24145 -2.15377 -3.65051  -1.031
C: 0.91691 -2.17938 -2.63133  -0.643
P: 0.33655 -2.45592 -0.89034  0.082
C: -0.48177 -4.08581 -0.72321  -0.921
C: 0.36435 -5.03711 0.19043  -1.103
C: -0.45238 -0.86149 -0.24760  -1.643
N: -1.76667 -0.84241 0.33582  1.853
C: -2.36769 -1.89235 1.15907  -1.733
C: -1.72385 -2.74289 2.26600  -0.345
C: -0.96084 -2.19899 3.50143  -0.239
C: 0.33455 -3.06846 3.69957  -0.414
C: 1.73370 -2.40963 3.84633  0.517
C: 2.44041 -2.75133 5.18835  -0.889
C: 2.78987 -1.58523 6.14264  -0.717
C: 4.25153 -1.16643 6.12201  -0.836
O: 4.77286 -0.61648 4.93282  -0.321
C: 4.43699 0.72127 4.73083  -0.596
N: -2.70597 -0.75249 -0.79897  -1.089
C: -3.16625 0.34413 -0.91427  0.496
O: -3.25965 1.39228 -1.20705  -0.248
C: 0.49636 0.18060 0.53301  1.721
C: 0.67216 1.34773 -0.44680  -0.987
C: 1.59757 2.50477 -0.09545  -2.001
C: 1.84656 -0.46098 0.80886  -2.170
C: 2.85953 0.26789 1.69765  1.707
C: 4.24016 -0.25285 1.30044  -1.111
O: 4.32790 -1.65525 1.54015  -0.566
O: -0.20376 0.46003 1.76279  0.211
C: -0.80590 1.65770 1.95599  -0.930
I: -1.13426 1.96315 4.11173  -0.004
C: -2.27078 1.81370 1.51588  0.548
O: -3.13483 1.07340 1.74034  -0.495
N: -2.53761 3.09362 0.91332  -0.171
C: -3.91821 3.32680 0.86923  0.498
O: -4.52821 3.74195 1.72224  -0.439
F: -4.52047 3.10153 -0.26480  -0.184
H: -0.98194 -2.91866 -3.47917  0.347
H: -0.73529 -1.19594 -3.58043  0.294
H: 0.20495 -2.23787 -4.64597  0.183
H: 1.27981 -1.15899 -2.59042  0.183
H: 1.71700 -2.84936 -2.89413  0.616
H: -1.50734 -4.14506 -0.40370  0.645
H: -0.46343 -4.58272 -1.68806  0.554
H: 0.81706 -5.84525 -0.35930  0.364
H: 1.05232 -4.47070 0.79782  0.220
H: -0.34276 -5.46071 0.89595  0.326
H: -0.58327 -0.36857 -1.19980  0.834
H: -2.85410 -2.61443 0.50728  0.561
H: -3.22712 -1.41835 1.62296  0.583
H: -1.18554 -3.56288 1.80919  -0.236
H: -2.59442 -3.23093 2.68733  0.481
H: -0.79283 -1.13575 3.55068  -0.186
H: -1.52878 -2.42552 4.39317  0.567
H: 0.16278 -3.71176 4.55326  0.487
H: 0.42097 -3.75120 2.86596  0.000
H: 2.36475 -2.79436 3.06125  0.024
H: 1.65901 -1.33966 3.70351  -0.473
H: 1.84084 -3.48998 5.70350  0.488
H: 3.39639 -3.20725 4.95285  0.465
H: 2.58187 -1.92898 7.15040  0.366
H: 2.06980 -0.79428 5.95684  0.397
H: 4.85173 -2.03857 6.34322  0.368
H: 4.40405 -0.43291 6.91446  0.470
H: 4.02743 1.21608 5.60522  0.425
H: 5.27471 1.29264 4.35052  0.303
H: 3.67926 0.77543 3.96184  0.339
H: 1.03624 0.90495 -1.36004  0.628
H: -0.32566 1.73508 -0.64742  0.522
H: 2.62002 2.24865 -0.33943  0.462
H: 1.62978 2.76692 0.95169  0.355
H: 1.37088 3.41235 -0.64041  0.416
H: 2.34904 -0.57756 -0.13995  0.638
H: 1.72966 -1.40831 1.29444  0.427
H: 2.91536 1.34700 1.64649  0.613
H: 2.81669 0.01941 2.74351  -2.033
H: 4.50057 -0.00640 0.27336  0.348
H: 4.97633 0.17343 1.96585  0.506
H: 4.01904 -2.07965 0.73409  0.363
H: -0.29546 2.56735 1.67218  0.588
H: -2.22709 3.76502 1.61195  0.370
N: 1.41299 -1.29547 -7.00088  -0.489
C: 1.27397 0.02670 -7.06144  -0.153
C: 0.48805 0.67942 -7.99866  -0.424
C: -0.19119 -0.08553 -8.93061  -0.175
C: -0.05941 -1.46230 -8.88661  -0.412
C: 0.75004 -2.01294 -7.90473  -0.149
H: 1.82626 0.58652 -6.31418  0.371
H: 0.41189 1.75792 -7.99688  0.357
H: -0.81462 0.38459 -9.68028  0.363
H: -0.57226 -2.09683 -9.59596  0.358
H: 0.87931 -3.08731 -7.83058  0.356
N: -4.04068 7.81208 -3.41205  -0.552
C: -3.62310 6.62783 -2.97300  -0.375
C: -4.47163 5.63126 -2.51461  -0.122
C: -5.83279 5.88185 -2.50877  -0.311
C: -6.28721 7.10909 -2.96010  -0.368
C: -5.35195 8.03387 -3.40056  -0.204
H: -2.54895 6.47703 -2.99268  0.363
H: -4.07597 4.68567 -2.17156  0.471
H: -6.52896 5.13098 -2.15739  0.383
H: -7.34218 7.34571 -2.97170  0.360
H: -5.66231 9.00682 -3.76594  0.346

Calculated values
calculated total energy = -2791.8035 hartree
multiplicity = 1
total charge = 0
orbital gap = 6.90 eV



Entry 3:
Entry from the OMol25 dataset: a 7-piece molecular cluster, C34H54N6O4S overall in a non-equilibrium geometry (ωB97M-V/def2-TZVPD).

Each line ends with the Mulliken charge.
Positions of all 99 atoms, in Å:
C: 2.72783 -3.28381 0.72052  -0.913
C: 1.92387 -1.97772 0.10955  0.672
C: 0.80413 -2.30017 -1.07448  -0.743
C: -0.03161 -1.01317 -1.65529  -0.247
C: 0.24837 0.53506 -1.08807  0.017
C: -0.73205 1.70013 -1.76811  -0.177
C: -2.26456 1.36678 -1.29120  0.180
C: -2.55365 0.73021 0.19158  -0.302
O: -3.82570 -0.03061 -0.04253  -0.247
S: -3.83437 -0.70868 -1.62725  0.939
O: -3.28884 -2.15256 -1.82412  -0.445
O: -5.36950 -0.76372 -1.94960  -0.592
O: -2.90462 0.55149 -2.36088  -0.341
C: 1.37316 0.86701 0.07732  -0.334
C: 2.21183 -0.44560 0.65871  -0.577
H: 3.87164 -2.95047 0.78553  0.289
H: 2.56357 -4.16598 -0.03183  0.284
H: 2.35876 -3.57456 1.81552  0.235
H: 0.58572 -3.36746 -1.50947  0.199
H: -0.86650 -1.19904 -2.48272  0.252
H: -0.68247 1.67738 -2.95831  0.208
H: -0.41026 2.76875 -1.41222  0.163
H: -2.74133 2.45945 -1.25233  0.270
H: -1.86591 -0.13525 0.60426  0.221
H: -2.60514 1.45256 1.11154  0.350
H: 1.54052 1.97604 0.44682  0.328
H: 3.00819 -0.26655 1.52108  0.240
C: 4.97317 4.93147 -2.16519  -1.139
C: 5.01013 4.88763 -0.64078  -0.389
C: 3.98816 3.91533 -0.04854  -0.274
C: 2.58442 4.33868 -0.44947  0.155
N: 1.41994 4.69001 -0.78203  -0.564
H: 4.00683 5.28755 -2.53598  0.401
H: 5.73825 5.61644 -2.54423  0.332
H: 5.16207 3.93935 -2.59090  0.272
H: 4.83115 5.89771 -0.25258  0.323
H: 6.01454 4.59191 -0.31812  0.185
H: 4.06383 3.91018 1.04394  0.389
H: 4.17355 2.89684 -0.40655  0.323
C: -5.83868 -1.12090 2.18212  -1.136
C: -5.60519 -2.34733 3.05872  0.105
C: -5.76049 -2.05008 4.55139  -0.560
C: -4.74665 -0.99932 4.97387  0.188
N: -3.90549 -0.12771 5.32428  -0.572
H: -5.10516 -0.33403 2.38428  0.259
H: -5.74578 -1.38673 1.12433  0.234
H: -6.84111 -0.70829 2.34365  0.344
H: -4.60021 -2.73912 2.85993  0.001
H: -6.31786 -3.12899 2.77321  0.427
H: -5.59728 -2.96222 5.13503  0.320
H: -6.77008 -1.68447 4.76800  0.452
C: 9.09605 3.25542 -2.87124  -1.139
C: 9.47684 3.96164 -1.57381  -0.348
C: 9.58249 3.00506 -0.38454  -0.394
C: 8.24159 2.32926 -0.14850  0.299
N: 7.12914 1.76876 0.04731  -0.506
H: 8.10765 2.79010 -2.80308  0.316
H: 9.06062 3.97227 -3.69773  0.316
H: 9.82671 2.47864 -3.12416  0.345
H: 8.73244 4.73864 -1.36137  0.215
H: 10.43890 4.46694 -1.71349  0.315
H: 9.87070 3.55650 0.51663  0.285
H: 10.34358 2.24001 -0.57243  0.331
C: -2.10006 -3.09648 5.13844  -0.478
C: -2.40732 -4.51021 5.62223  -0.369
C: -1.14661 -5.32982 5.90399  -0.464
C: -0.32489 -5.46154 4.63203  0.270
N: 0.35667 -5.57086 3.57677  -0.527
H: -1.55766 -3.10358 4.18773  0.331
H: -3.02870 -2.53970 4.97774  -0.484
H: -1.49855 -2.55177 5.87511  0.440
H: -3.02022 -5.01787 4.86750  0.210
H: -3.00726 -4.45013 6.53702  0.371
H: -1.41976 -6.32858 6.26053  0.329
H: -0.53894 -4.84763 6.67736  0.304
C: -2.85579 -6.23899 -1.20036  -1.060
C: -4.28012 -6.67503 -0.87135  -0.472
C: -5.12002 -5.55187 -0.26010  -0.260
C: -4.48449 -5.08429 1.03910  0.318
N: -3.95727 -4.69653 2.11693  -0.579
H: -2.30630 -5.94171 -0.30159  0.349
H: -2.30265 -7.06391 -1.66052  0.349
H: -2.85547 -5.39545 -1.90011  0.238
H: -4.23976 -7.52698 -0.18175  0.294
H: -4.76510 -7.02611 -1.78891  0.312
H: -6.13444 -5.91012 -0.05552  0.322
H: -5.19189 -4.70519 -0.95137  0.217
C: -0.81173 5.60226 -3.25820  -1.171
C: -1.93221 4.92447 -4.04064  -0.073
C: -1.54549 4.61762 -5.48868  -0.347
C: -1.21120 5.90994 -6.21573  0.141
N: -0.93401 6.98208 -6.81882  -0.478
H: -0.55134 6.57548 -3.68615  0.500
H: -1.12239 5.77593 -2.22305  0.309
H: 0.08963 4.97892 -3.24411  0.229
H: -2.81893 5.56972 -4.02106  0.323
H: -2.20269 3.99007 -3.53653  -0.052
H: -2.37552 4.12076 -6.00194  0.373
H: -0.67744 3.95035 -5.52206  0.253

Calculated values
calculated total energy = -2354.9807 hartree
multiplicity = 1
total charge = 0
structure (SMILES) = Cc1ccc(C[C@@H]2COS(=O)(=O)O2)cc1.CCCC#N.CCCC#N.CCCC#N.CCCC#N.CCCC#N.CCCC#N
orbital gap = 8.17 eV